This record from the Open Molecules 2025 dataset describes one molecule with the formula C5H8 in a non-equilibrium geometry. The level of theory is the ωB97M-V functional and the def2-TZVPD basis.

Summary:
<S²>: 2.008
multiplicity: 3

Each line ends with the natural charge from an NBO analysis.
Positions of all 13 atoms, in Å:
C1 0.81 -0.57 0.46  -0.234
C2 -0.28 0.19 -0.09  -0.066
C3 1.81 -1.24 -0.14  -0.337
C4 -0.86 -0.12 -1.25  -0.301
C5 -0.96 1.15 0.78  -0.635
H1 0.83 -0.52 1.50  0.192
H2 2.12 -1.26 -1.21  0.185
H3 2.58 -1.49 0.49  0.174
H4 -0.67 -0.92 -1.96  0.193
H5 -1.80 0.45 -1.67  0.174
H6 -0.56 1.37 1.83  0.219
H7 -1.99 0.85 0.90  0.213
H8 -1.04 2.11 0.38  0.223

***

This record from the Open Molecules 2025 dataset describes one molecule with the formula C3H3NO2 in a non-equilibrium geometry. The level of theory is the ωB97M-V functional and the def2-TZVPD basis.

Summary:
multiplicity: 1

Each line ends with the natural charge from an NBO analysis.
Positions of all 9 atoms, in Å:
C1 -1.41 -0.19 0.14  -0.262
O1 -0.09 -0.57 -0.23  -0.480
C2 0.82 0.39 -0.39  0.718
O2 0.65 1.54 -0.69  -0.509
C3 2.13 -0.18 -0.01  0.162
N1 3.10 -0.64 0.42  -0.236
H1 -1.76 -1.03 0.74  0.206
H2 -1.38 0.72 0.75  0.201
H3 -2.05 -0.04 -0.73  0.199

***

This record from the Open Molecules 2025 dataset describes one molecule with the formula C19H23N3O2S in a non-equilibrium geometry. The level of theory is the ωB97M-V functional and the def2-TZVPD basis.

Summary:
multiplicity: 1

Each line ends with the natural charge from an NBO analysis.
Positions of all 48 atoms, in Å:
C1 -6.06 3.23 -0.90  -0.618
C2 -5.71 1.80 -0.53  -0.211
N1 -6.91 1.11 -0.08  -0.587
C3 -7.03 -0.13 0.39  0.294
S1 -8.51 -0.72 0.86  -0.297
N2 -5.97 -0.97 0.51  -0.424
N3 -4.71 -0.69 0.17  -0.236
C4 -3.81 -1.59 0.33  0.049
C5 -2.43 -1.35 -0.03  -0.133
C6 -1.48 -2.35 0.18  -0.168
C7 -0.15 -2.15 -0.15  -0.275
C8 0.26 -0.94 -0.71  0.311
O1 1.52 -0.63 -1.11  -0.484
C9 2.58 -1.53 -0.86  -0.101
C10 3.02 -1.54 0.61  -0.097
O2 3.68 -0.36 0.99  -0.510
C11 4.96 -0.13 0.54  0.369
C12 5.75 -1.05 -0.13  -0.326
C13 7.04 -0.71 -0.51  -0.199
C14 7.55 0.54 -0.22  -0.237
C15 6.75 1.46 0.44  -0.183
C16 5.47 1.15 0.83  -0.082
C17 4.60 2.13 1.56  -0.624
C18 -0.70 0.06 -0.92  -0.252
C19 -2.01 -0.14 -0.58  -0.149
H1 -6.79 3.25 -1.70  0.208
H2 -6.46 3.76 -0.04  0.210
H3 -5.16 3.75 -1.23  0.222
H4 -5.29 1.27 -1.40  0.198
H5 -4.96 1.78 0.27  0.204
H6 -7.78 1.62 -0.13  0.419
H7 -6.20 -1.89 0.90  0.393
H8 -4.05 -2.57 0.75  0.158
H9 -1.78 -3.29 0.61  0.210
H10 0.55 -2.95 0.02  0.209
H11 3.40 -1.16 -1.48  0.215
H12 2.32 -2.55 -1.18  0.179
H13 2.14 -1.57 1.26  0.209
H14 3.63 -2.43 0.81  0.179
H15 5.39 -2.04 -0.36  0.211
H16 7.65 -1.44 -1.03  0.213
H17 8.55 0.81 -0.52  0.213
H18 7.14 2.44 0.67  0.209
H19 4.36 1.75 2.55  0.223
H20 5.09 3.09 1.65  0.212
H21 3.65 2.25 1.02  0.225
H22 -0.36 0.99 -1.35  0.227
H23 -2.74 0.64 -0.75  0.224

***

This record from the Open Molecules 2025 dataset describes one molecule with the formula C3H9N3S in a non-equilibrium geometry. The level of theory is the ωB97M-V functional and the def2-TZVPD basis.

Summary:
multiplicity: 1

Each line ends with the natural charge from an NBO analysis.
Positions of all 16 atoms, in Å:
C1 -2.98 0.71 0.12  -0.414
N1 -1.97 -0.26 -0.22  -0.505
N2 -0.68 0.33 -0.36  -0.367
C2 0.31 -0.45 -0.03  0.260
N3 1.64 -0.03 -0.08  -0.595
C3 2.80 -0.93 -0.01  -0.408
S1 1.92 1.63 -0.19  0.216
H1 -2.81 1.66 -0.52  0.180
H2 -4.01 0.23 -0.12  0.195
H3 -3.03 0.99 1.21  0.191
H4 -2.30 -0.63 -1.09  0.346
H5 0.14 -1.50 0.31  0.178
H6 2.51 -2.01 -0.21  0.210
H7 3.34 -0.94 0.95  0.201
H8 3.51 -0.69 -0.86  0.212
H9 1.62 1.89 1.11  0.100

***

This record from the Open Molecules 2025 dataset describes C24H26N10O2SV as an isolated structure in a non-equilibrium geometry. The level of theory is the ωB97M-V functional and the def2-TZVPD basis.

Summary:
<S²>: 1.078
multiplicity: 2

Each line ends with the natural charge from an NBO analysis.
Positions of all 64 atoms, in Å:
V1 -0.48 -0.28 0.26  1.307
C1 -4.63 -3.06 -2.06  -0.247
C2 -4.85 -2.70 -0.74  -0.198
C3 -4.12 -1.68 -0.17  -0.281
C4 -3.13 -1.00 -0.90  0.241
C5 -2.90 -1.40 -2.22  -0.258
C6 -3.65 -2.41 -2.79  -0.205
N1 -2.38 0.00 -0.32  -0.692
C7 -3.00 0.96 0.41  0.211
C8 -4.33 1.39 0.25  -0.287
C9 -4.80 2.47 0.97  -0.219
C10 -3.97 3.15 1.86  -0.234
C11 -2.67 2.74 2.07  -0.230
C12 -2.17 1.64 1.35  0.071
N2 -0.94 1.07 1.45  -0.406
N3 -0.12 1.44 2.42  -0.406
C13 1.03 0.76 2.36  0.327
C14 2.01 0.94 3.36  -0.246
C15 3.17 0.22 3.30  -0.157
C16 3.36 -0.66 2.22  -0.320
C17 2.36 -0.80 1.28  0.096
N4 1.21 -0.12 1.33  -0.603
H1 -5.20 -3.86 -2.51  0.214
H2 -5.60 -3.20 -0.15  0.213
H3 -4.28 -1.40 0.87  0.227
H4 -2.12 -0.90 -2.79  0.223
H5 -3.49 -2.68 -3.83  0.215
H6 -4.96 0.88 -0.46  0.218
H7 -5.82 2.79 0.83  0.210
H8 -4.36 4.01 2.39  0.211
H9 -2.03 3.25 2.77  0.233
H10 1.79 1.64 4.15  0.230
H11 3.93 0.31 4.06  0.216
H12 4.27 -1.23 2.12  0.221
H13 2.48 -1.46 0.43  0.207
C18 -1.44 3.16 -3.81  -0.661
C19 -0.10 2.54 -3.71  0.349
N5 0.79 2.48 -4.64  -0.269
N6 1.86 1.86 -4.09  -0.386
C20 1.65 1.51 -2.79  0.205
S1 2.69 0.81 -1.75  -0.208
N7 0.36 1.96 -2.55  -0.242
N8 -0.33 1.74 -1.37  -0.620
H14 -1.53 3.64 -4.78  0.253
H15 -1.57 3.91 -3.03  0.233
H16 -2.22 2.41 -3.72  0.233
H17 2.68 1.66 -4.65  0.428
H18 -1.27 1.39 -1.56  0.408
H19 -0.39 2.60 -0.81  0.389
C21 -1.87 -4.00 1.97  -0.677
C22 -1.29 -2.87 1.19  0.283
N9 -1.14 -1.65 1.61  -0.139
O1 -1.59 -1.37 2.90  -0.536
C23 -0.80 -3.02 -0.15  0.089
C24 -0.90 -4.24 -1.02  -0.659
N10 -0.35 -1.86 -0.50  -0.079
O2 0.11 -1.29 -1.51  -0.449
H20 -2.42 -3.63 2.83  0.255
H21 -1.07 -4.66 2.31  0.244
H22 -2.54 -4.59 1.34  0.240
H23 -1.24 -0.49 3.11  0.500
H24 -0.54 -5.12 -0.50  0.225
H25 -0.32 -4.09 -1.92  0.247
H26 -1.94 -4.41 -1.31  0.241

***

This record from the Open Molecules 2025 dataset describes C20H32F2O11V as an isolated structure in a non-equilibrium geometry. The level of theory is the ωB97M-V functional and the def2-TZVPD basis.

Summary:
<S²>: 0.778
multiplicity: 2

Each line ends with the natural charge from an NBO analysis.
Positions of all 66 atoms, in Å:
O1 -0.52 0.90 -0.39  -0.435
V1 0.83 0.14 -0.60  1.615
F1 1.60 1.63 -1.94  -0.752
F2 0.31 -1.51 0.67  -0.748
O2 -4.01 0.08 1.92  -0.611
C1 -3.79 0.54 3.05  0.814
O3 -2.77 1.42 3.40  -0.538
C2 -1.78 1.95 2.52  -0.073
C3 -0.64 2.65 3.29  -0.622
C4 -4.68 0.26 4.22  -0.719
H1 -2.27 2.47 1.70  0.185
H2 -1.21 1.14 2.07  0.204
H3 -0.23 1.92 3.99  0.211
H4 -1.00 3.53 3.83  0.200
H5 0.01 3.09 2.53  0.234
H6 -5.31 -0.61 4.08  0.238
H7 -5.30 1.13 4.47  0.246
H8 -4.11 0.07 5.13  0.232
O4 -0.06 -0.90 -2.31  -0.592
C5 -0.57 -1.90 -2.80  0.873
O5 -1.78 -2.38 -2.51  -0.450
C6 -2.05 -3.63 -3.17  -0.065
C7 -0.69 -4.08 -3.69  -0.435
C8 0.06 -2.85 -3.80  -0.528
H9 -2.81 -3.61 -3.96  0.191
H10 -2.41 -4.35 -2.43  0.204
H11 -0.80 -4.71 -4.57  0.228
H12 -0.26 -4.68 -2.88  0.217
H13 -0.03 -2.40 -4.79  0.243
H14 1.13 -2.93 -3.58  0.243
O6 2.77 -1.03 -1.01  -0.621
C9 3.83 -0.90 -1.63  0.857
O7 4.92 -0.38 -1.09  -0.462
C10 6.03 -0.55 -1.91  -0.082
C11 5.44 -0.44 -3.24  -0.414
C12 4.14 -1.30 -3.04  -0.529
H15 6.56 -1.49 -1.73  0.185
H16 6.68 0.33 -1.84  0.206
H17 6.09 -0.82 -4.03  0.225
H18 5.16 0.60 -3.35  0.228
H19 4.38 -2.36 -3.00  0.235
H20 3.35 -1.10 -3.76  0.261
O8 2.06 0.99 1.10  -0.586
C13 2.78 1.37 1.99  0.851
O9 2.49 2.42 2.78  -0.458
C14 3.55 2.60 3.75  -0.070
C15 4.43 1.39 3.77  -0.438
C16 4.03 0.64 2.46  -0.528
H21 3.05 2.80 4.70  0.201
H22 4.18 3.45 3.49  0.185
H23 4.14 0.83 4.66  0.215
H24 5.49 1.63 3.88  0.225
H25 3.81 -0.40 2.69  0.260
H26 4.81 0.70 1.70  0.249
O10 -7.46 1.07 0.00  -0.585
C17 -6.26 0.97 -0.35  0.801
O11 -5.41 2.06 -0.32  -0.491
C18 -4.11 1.70 -0.68  -0.068
C19 -4.23 0.41 -1.47  -0.424
C20 -5.48 -0.23 -0.86  -0.540
H27 -3.35 1.68 0.10  0.204
H28 -3.73 2.42 -1.41  0.181
H29 -3.34 -0.21 -1.45  0.236
H30 -4.44 0.55 -2.53  0.193
H31 -5.14 -1.00 -0.17  0.264
H32 -6.06 -0.77 -1.61  0.226

***

How do the records compare in ΔE to the lowest compared entry with this formula, charge and spin? In the order shown, they have 0.0 145.4 313.0 258.3 122.9 0.0 kJ/mol.
How do the records compare in energy? In the order shown, they have -195.1189 -321.3223 -1450.7094 -682.0675 -2970.2789 -2752.7335 hartree.